# 1
ORCA calculation (ωB97M-V/def2-TZVPD) on C26H28N3O3Zr as an isolated structure.

## Properties
HOMO-LUMO gap, eV: 7.0
Max |F|, eV/A: 0.317
Calculated total energy, eV: -39307.345
2S+1: 1
Energy relative to the best compared isomer or geometry (same formula, charge and spin), kJ/mol: 0.0
E_LUMO, eV: -3.984
Charge: +1

CARTESIAN COORDINATES (ANGSTROEM)
Zr1 -0.3748 0.0756 -0.8316
O1 3.4847 -1.4403 -2.1421
C1 3.2253 -2.7441 -2.4361
C2 4.1908 -3.5566 -3.0187
C3 3.9268 -4.8911 -3.2668
C4 2.6954 -5.4394 -2.9295
C5 1.7357 -4.6349 -2.3494
C6 1.9771 -3.2813 -2.1058
C7 0.9186 -2.4697 -1.4905
O2 0.8023 -1.1861 -1.8375
N1 0.1058 -2.9993 -0.6378
N2 -0.8280 -2.0422 -0.2187
C8 -1.8480 -2.5171 0.4149
C9 -2.9863 -1.7516 0.8446
C10 -3.9739 -2.3946 1.6078
C11 -5.1147 -1.7305 1.9936
C12 -5.2958 -0.4032 1.6026
C13 -4.3459 0.2518 0.8425
C14 -3.1843 -0.4109 0.4623
O3 -2.2589 0.2260 -0.2672
H1 4.3933 -1.2388 -2.3919
H2 5.1581 -3.1356 -3.2692
H3 4.6902 -5.5069 -3.7232
H4 2.4886 -6.4826 -3.1211
H5 0.7695 -5.0380 -2.0792
H6 -1.8522 -3.5896 0.5997
H7 -3.8217 -3.4292 1.8906
H8 -5.8664 -2.2324 2.5856
H9 -6.1952 0.1229 1.8943
H10 -4.4819 1.2787 0.5308
C15 -0.3252 3.9137 -3.0543
C16 -0.3539 3.6252 -1.5801
C17 -0.9986 4.4596 -0.6921
C18 -0.9677 4.2293 0.6932
C19 -1.6402 5.1893 1.6325
C20 -0.3339 3.1044 1.1936
C21 0.3137 2.2182 0.3257
C22 0.3270 2.5074 -1.0593
N3 0.7603 0.9271 0.6243
C23 1.4418 0.4949 1.8636
C24 2.5005 1.5248 2.2458
C25 2.1130 -0.8364 1.5261
C26 0.4482 0.2744 3.0093
H11 -0.6471 4.9319 -3.2611
H12 -0.9921 3.2410 -3.5977
H13 0.6782 3.7821 -3.4605
H14 -1.5127 5.3371 -1.0648
H15 -2.2085 5.9439 1.0932
H16 -0.8971 5.6980 2.2487
H17 -2.3170 4.6631 2.3061
H18 -0.3530 2.9035 2.2549
H19 1.0741 2.0170 -1.6870
H20 3.2196 1.6557 1.4362
H21 3.0396 1.1885 3.1317
H22 2.0539 2.4935 2.4737
H23 2.7835 -0.7264 0.6719
H24 1.3696 -1.6029 1.2893
H25 2.6873 -1.1970 2.3794
H26 0.0034 1.2078 3.3509
H27 0.9531 -0.1810 3.8616
H28 -0.3541 -0.3965 2.6921

# 2
ORCA calculation (ωB97M-V/def2-TZVPD) on an isolated molecule of C12H11BO2.

## Properties
HOMO-LUMO gap, eV: 8.8
Max |F|, eV/A: 4.335
Calculated total energy, eV: -17393.204
2S+1: 1
Energy relative to the best compared isomer or geometry (same formula, charge and spin), kJ/mol: 368.5
SMILES string: OB1c2ccccc2O[C@@H]2C=CC=C[C@H]12
E_LUMO, eV: 0.451
Charge: 0

CARTESIAN COORDINATES (ANGSTROEM)
O1 0.2021 2.0153 1.2411
B1 0.0824 1.0588 0.3061
C1 -1.2436 0.2246 0.2026
C2 -2.5789 0.7210 0.4515
C3 -3.7881 -0.0003 0.2078
C4 -3.5928 -1.2320 -0.5040
C5 -2.3311 -1.7480 -0.7796
C6 -1.2040 -1.0649 -0.3660
O2 -0.0513 -1.7107 -0.6326
C7 1.1495 -0.9438 -0.4363
C8 1.8118 -0.8087 0.9575
C9 2.9415 -0.0553 1.0407
C10 3.3561 0.7989 -0.0320
C11 2.4416 1.1502 -0.9765
C12 1.0945 0.5768 -0.8843
H1 0.9882 2.4202 1.5780
H2 -2.6235 1.7665 0.7865
H3 -4.7055 0.4324 0.5162
H4 -4.4570 -1.8048 -0.8308
H5 -2.1930 -2.7369 -1.1424
H6 1.9259 -1.5628 -0.9223
H7 1.4086 -1.3762 1.8074
H8 3.4723 0.0692 1.9609
H9 4.3605 1.1873 -0.0405
H10 2.8176 1.8336 -1.6455
H11 0.7158 0.7894 -1.8634

# 3
ORCA calculation (ωB97M-V/def2-TZVPD) on C24H44BrN7P2SY as an isolated structure.

## Properties
HOMO-LUMO gap, eV: 6.9
Max |F|, eV/A: 0.524
Calculated total energy, eV: -136514.231
2S+1: 1
Energy relative to the best compared isomer or geometry (same formula, charge and spin), kJ/mol: 60.9
E_LUMO, eV: -8.908
Charge: +3

CARTESIAN COORDINATES (ANGSTROEM)
Y1 -0.0745 -0.1069 -0.2696
N1 -1.9026 0.8136 1.2388
C1 -2.9521 -0.1424 1.6763
C2 -3.2332 -1.1460 0.5755
N2 -2.0015 -1.8553 0.1435
C3 -1.5829 -2.9447 1.0703
C4 -0.5581 -2.4969 2.0988
N3 0.5986 -1.8554 1.4298
H1 -1.4436 1.2056 2.0665
H2 -2.3612 1.5966 0.7817
H3 -3.8758 0.3758 1.9360
H4 -2.6094 -0.6413 2.5796
H5 -3.6358 -0.6259 -0.2984
H6 -3.9935 -1.8558 0.9108
H7 -2.2398 -2.3061 -0.7355
H8 -1.1478 -3.7434 0.4666
H9 -2.4510 -3.3705 1.5798
H10 -0.2495 -3.3644 2.6844
H11 -0.9692 -1.7719 2.7976
H12 1.1988 -2.5776 1.0357
H13 1.1524 -1.3791 2.1442
C5 -1.6656 -2.1707 -3.6363
P1 -0.6865 -0.7268 -3.1041
C6 0.7591 -0.7970 -4.2160
C7 -1.6503 0.6656 -3.8148
C8 -1.0303 2.0198 -3.4782
P2 -1.1271 2.3931 -1.6815
C9 -0.4058 4.0683 -1.6197
C10 -2.9079 2.7627 -1.4622
H14 -1.8073 -2.1236 -4.7169
H15 -2.6488 -2.1758 -3.1631
H16 -1.1447 -3.0966 -3.3964
H17 0.4156 -0.7662 -5.2509
H18 1.3068 -1.7250 -4.0557
H19 1.4352 0.0405 -4.0425
H20 -2.6758 0.6029 -3.4400
H21 -1.7042 0.5240 -4.8966
H22 -1.5371 2.8209 -4.0213
H23 0.0217 2.0557 -3.7757
H24 -0.9346 4.7087 -2.3269
H25 0.6499 4.0436 -1.8882
H26 -0.5063 4.4967 -0.6224
H27 -3.2478 3.4203 -2.2635
H28 -3.0661 3.2840 -0.5158
H29 -3.5209 1.8605 -1.4687
Br1 2.2623 -7.0367 -2.7237
C11 2.2358 -5.2275 -2.2542
C12 3.3855 -4.4544 -2.3899
C13 3.3731 -3.1170 -2.0383
C14 2.2044 -2.5257 -1.5580
C15 1.0706 -3.3191 -1.4057
C16 1.0721 -4.6586 -1.7517
N4 2.0894 -1.1586 -1.1673
C17 3.0590 -0.3440 -1.3245
C18 3.0044 1.0353 -0.8273
C19 4.1165 1.8488 -0.9507
C20 4.0803 3.1279 -0.4062
C21 2.9344 3.5348 0.2525
C22 1.8593 2.6603 0.3257
N5 1.8753 1.4393 -0.2096
H30 4.2949 -4.9047 -2.7630
H31 4.2952 -2.5611 -2.1381
H32 0.1606 -2.8754 -1.0123
H33 0.1862 -5.2683 -1.6321
H34 3.9936 -0.6390 -1.7966
H35 5.0018 1.4834 -1.4540
H36 4.9359 3.7849 -0.4885
H37 2.8642 4.5140 0.7048
H38 0.9557 2.9472 0.8485
C23 1.1396 2.3668 6.8876
N6 0.6228 1.8959 5.6065
C24 1.3679 1.4372 4.6150
N7 2.6905 1.4028 4.7756
S1 0.6447 0.8910 3.1530
H39 0.3038 2.7010 7.4934
H40 1.8174 3.2097 6.7468
H41 1.6489 1.5641 7.4230
H42 -0.3717 1.8948 5.4554
H43 3.1323 1.6613 5.6435
H44 3.2628 1.0176 4.0468

Number 1: HOMO level -0.4046 Ha. Number 2: HOMO level -0.3061 Ha. Number 3: HOMO level -0.5792 Ha.